{
  "formula": "C44H121N9O12",
  "method": "wB97M-V/def2-TZVPD",
  "total_energy_ha": -3144.40748,
  "smiles": "COC[C@H](C)N.COC[C@H](C)N.COC[C@H](C)N.COC[C@H](C)N.COC[C@H](C)N.COC[C@H](C)N.COC[C@H](C)N.COC[C@H](C)N.COC[C@H](C)N.CC(C)O.CC(C)O.CCO",
  "homo_ev": -8.68,
  "orbital_gap_ha": 0.3346,
  "symbols": ["C", "O", "C", "C", "C", "N", "H", "H", "H", "H", "H", "H", "H", "H", "H", "H", "H", "C", "O", "C", "C", "C", "N", "H", "H", "H", "H", "H", "H", "H", "H", "H", "H", "H", "C", "O", "C", "C", "C", "N", "H", "H", "H", "H", "H", "H", "H", "H", "H", "H", "H", "C", "O", "C", "C", "C", "N", "H", "H", "H", "H", "H", "H", "H", "H", "H", "H", "H", "C", "O", "C", "C", "C", "N", "H", "H", "H", "H", "H", "H", "H", "H", "H", "H", "H", "C", "O", "C", "C", "C", "N", "H", "H", "H", "H", "H", "H", "H", "H", "H", "H", "H", "C", "O", "C", "C", "C", "N", "H", "H", "H", "H", "H", "H", "H", "H", "H", "H", "H", "C", "O", "C", "C", "C", "N", "H", "H", "H", "H", "H", "H", "H", "H", "H", "H", "H", "C", "O", "C", "C", "C", "N", "H", "H", "H", "H", "H", "H", "H", "H", "H", "H", "H", "C", "C", "C", "O", "H", "H", "H", "H", "H", "H", "H", "H", "C", "C", "C", "O", "H", "H", "H", "H", "H", "H", "H", "H", "C", "C", "O", "H", "H", "H", "H", "H", "H"],
  "positions_angstrom": [[-30.258009, -8.804010, 2.776442], [-30.376321, -8.490527, 4.119028], [-30.212443, -9.528679, 5.029578], [-28.913778, -9.378943, 5.880367], [-27.778026, -9.158528, 4.897280], [-28.684537, -10.600975, 6.677148], [-29.221337, -8.939205, 2.479403], [-30.540000, -7.839510, 2.245034], [-30.963273, -9.608148, 2.449653], [-31.091204, -9.545167, 5.691990], [-30.243397, -10.582151, 4.542474], [-29.017434, -8.480363, 6.475745], [-27.590877, -9.911287, 4.072938], [-26.823256, -9.064424, 5.418369], [-27.891253, -8.216210, 4.243000], [-28.786911, -10.480223, 7.703348], [-27.789850, -11.037935, 6.454541], [-23.653884, -14.125639, 3.803106], [-22.368200, -13.503534, 3.980733], [-22.208761, -12.367117, 3.142815], [-20.870293, -12.307974, 2.433706], [-19.733370, -12.223487, 3.370657], [-20.960509, -11.097131, 1.516275], [-23.593734, -14.938525, 4.570569], [-23.778049, -14.466361, 2.787265], [-24.499590, -13.469622, 3.985732], [-23.010595, -12.391248, 2.337453], [-22.198846, -11.438459, 3.706660], [-20.772315, -13.244848, 1.883168], [-19.298326, -13.207666, 3.540500], [-20.070981, -11.747254, 4.298742], [-18.929807, -11.528534, 3.015425], [-20.022372, -11.002905, 1.034040], [-21.681425, -11.357703, 0.849884], [-22.117671, -7.897940, 3.778473], [-22.454460, -7.199077, 4.900245], [-23.468881, -6.237724, 4.614185], [-23.579111, -5.171641, 5.733922], [-24.224608, -5.843869, 6.943403], [-24.323698, -4.003603, 5.256919], [-21.242770, -8.569414, 3.820558], [-21.896997, -7.207633, 2.963907], [-22.895755, -8.589354, 3.346950], [-23.038679, -5.683001, 3.709338], [-24.416336, -6.737679, 4.447415], [-22.556711, -4.885332, 6.018400], [-25.214747, -6.114511, 6.597317], [-24.360110, -5.008169, 7.693902], [-23.631087, -6.650009, 7.406701], [-25.266170, -4.203499, 4.992588], [-24.319985, -3.253600, 5.932875], [-26.700090, -0.622145, 7.880205], [-27.871545, -1.473620, 7.768024], [-28.481028, -1.364005, 6.474485], [-27.677977, -2.094494, 5.290741], [-28.508725, -2.121570, 3.970886], [-27.321821, -3.402814, 5.742677], [-25.984420, -0.756951, 7.115111], [-26.125351, -0.809539, 8.812529], [-27.011790, 0.433848, 7.890839], [-29.443683, -1.811902, 6.526533], [-28.429900, -0.297824, 6.225669], [-26.736111, -1.538254, 5.194480], [-27.936700, -2.679248, 3.217248], [-28.811368, -1.192271, 3.532793], [-29.390208, -2.808363, 4.168437], [-28.112992, -4.079806, 5.757853], [-26.948275, -3.360338, 6.699867], [-17.919598, -3.953527, 6.566539], [-18.953984, -4.409015, 7.428119], [-19.338478, -5.783120, 7.150086], [-20.502770, -6.066436, 8.019896], [-20.207922, -5.907723, 9.487245], [-21.013275, -7.401249, 7.756268], [-17.660508, -4.780554, 5.900854], [-17.009637, -3.891068, 7.211750], [-18.164236, -3.028063, 6.030031], [-19.624804, -5.897435, 6.122995], [-18.438694, -6.366010, 7.452668], [-21.257813, -5.249315, 7.685235], [-19.351636, -6.544997, 9.736770], [-21.092698, -6.190663, 10.029348], [-19.960082, -4.909638, 9.768198], [-21.634302, -7.738110, 8.447546], [-21.514039, -7.534922, 6.862722], [-28.154669, -7.390291, 11.231701], [-26.918450, -6.832498, 10.793509], [-26.965106, -5.412502, 10.781613], [-25.629731, -4.845601, 10.348913], [-24.605885, -5.128541, 11.425777], [-25.653983, -3.407643, 10.061297], [-27.948397, -8.404776, 11.623026], [-28.962350, -7.427797, 10.486999], [-28.479538, -6.705331, 12.031989], [-27.785096, -5.087565, 10.100273], [-27.221948, -5.002143, 11.752829], [-25.181860, -5.369007, 9.399469], [-24.886574, -4.590963, 12.387590], [-23.655453, -4.709415, 11.203774], [-24.521741, -6.196544, 11.630506], [-26.473841, -3.147344, 9.520528], [-25.542550, -2.875764, 10.895620], [-17.654750, -8.671366, 3.463338], [-17.602252, -7.658552, 2.506231], [-18.324486, -6.551161, 2.980517], [-18.726885, -5.565296, 1.835432], [-17.510586, -4.767705, 1.385140], [-19.814606, -4.704008, 2.209880], [-17.219088, -8.284934, 4.334958], [-17.035733, -9.481414, 3.157920], [-18.676992, -9.050806, 3.651118], [-19.276641, -6.916774, 3.452469], [-17.784543, -5.998901, 3.693436], [-19.075350, -6.221678, 0.956979], [-17.149754, -4.209384, 2.294138], [-17.695504, -4.048993, 0.578958], [-16.754724, -5.492647, 1.049994], [-20.213107, -4.227385, 1.449164], [-19.652712, -4.052936, 2.921614], [-24.586960, -8.572183, 9.489239], [-23.739629, -9.178926, 8.555962], [-23.998625, -10.482552, 8.265559], [-23.281443, -10.932508, 7.013081], [-21.875792, -11.432300, 7.307960], [-23.435277, -9.877506, 5.962573], [-24.262366, -8.806049, 10.537069], [-25.659881, -8.900495, 9.281783], [-24.446138, -7.493874, 9.430646], [-23.646223, -11.083821, 9.095912], [-25.041386, -10.743936, 8.169743], [-23.826909, -11.841401, 6.705597], [-21.369289, -11.785998, 6.352012], [-21.798429, -12.252027, 8.038447], [-21.254628, -10.668345, 7.781444], [-22.889289, -10.051051, 5.147988], [-23.160837, -9.038921, 6.365092], [-23.275194, -5.489762, -1.486226], [-22.957162, -6.859184, -1.682927], [-21.800912, -7.355348, -0.973357], [-21.708429, -8.843366, -1.156979], [-21.669406, -9.295917, -2.592902], [-22.881758, -9.543320, -0.548072], [-24.247667, -5.319753, -1.952183], [-22.624987, -4.716867, -1.989316], [-23.389576, -5.212312, -0.430408], [-20.971351, -6.797334, -1.413286], [-22.017494, -7.090301, 0.128746], [-20.806747, -9.131862, -0.622550], [-20.871498, -8.946998, -3.185369], [-22.573074, -8.899927, -3.046787], [-21.789941, -10.343473, -2.583428], [-23.804651, -9.156695, -0.642251], [-22.724129, -9.830439, 0.407720], [-27.404246, -8.037097, 0.546445], [-26.247720, -7.154445, 0.272574], [-25.578089, -6.652915, 1.566241], [-25.385004, -7.789955, -0.591550], [-28.018941, -8.166680, -0.366879], [-27.923847, -7.596899, 1.394900], [-26.879920, -8.985672, 0.763972], [-26.643745, -6.219350, -0.209845], [-24.863543, -5.888852, 1.369316], [-25.180497, -7.509825, 2.113999], [-26.354537, -6.270103, 2.259452], [-24.603131, -7.255944, -0.787321], [-21.680441, -1.870208, 7.581364], [-22.679270, -2.117479, 8.661715], [-22.644287, -0.896243, 9.576466], [-23.946344, -2.263744, 8.038451], [-21.645977, -0.857846, 7.385381], [-21.940040, -2.443458, 6.704697], [-20.778039, -2.188556, 7.986234], [-22.471694, -3.001840, 9.290190], [-21.595743, -0.645709, 9.937701], [-23.201188, -1.021600, 10.506808], [-23.073556, 0.016074, 9.043639], [-24.583854, -2.352865, 8.746054], [-23.287658, -1.837816, 0.764009], [-23.383463, -1.972932, 2.225555], [-23.654165, -3.302508, 2.525284], [-24.268866, -1.899724, 0.263471], [-22.647543, -2.600491, 0.389506], [-22.894591, -0.813165, 0.510381], [-24.165694, -1.277172, 2.644065], [-22.382976, -1.665019, 2.731502], [-23.791745, -3.477787, 3.463885]],
  "forces_ev_per_a": [[-0.77, 1.55, -1.49], [-0.31, 0.43, 0.64], [-0.27, -2.20, 0.64], [-0.28, -0.99, -1.60], [1.19, 1.15, -2.01], [-0.21, 0.34, 0.74], [0.08, -0.76, -0.04], [0.03, -1.19, 0.38], [0.74, 0.38, 0.21], [0.16, 0.14, 0.03], [0.41, 1.63, 0.48], [0.03, 0.14, 0.40], [-0.65, 0.09, 1.24], [0.05, 0.08, 0.06], [-0.06, -1.08, 1.38], [0.25, -0.03, -1.26], [-0.37, 0.31, 0.26], [1.22, -0.44, 1.38], [-0.50, 0.50, -0.59], [-0.51, -0.25, -1.00], [-0.73, 0.15, -1.51], [1.40, 1.24, 0.72], [1.40, -1.26, 0.59], [-0.61, 0.43, -0.98], [0.14, -0.57, -0.38], [-0.01, 0.37, 0.44], [0.67, 0.38, 0.99], [-0.77, 0.22, 0.31], [0.02, -0.01, -0.46], [-0.01, 0.17, 0.34], [0.20, -0.35, 0.18], [-0.50, -0.72, -0.03], [-1.70, -0.17, 0.49], [0.39, 0.28, -0.48], [0.14, -1.57, -2.67], [-0.37, 0.18, 1.74], [1.93, 1.96, -0.98], [0.25, -1.30, 0.08], [0.07, 1.90, 0.89], [1.37, -0.22, -0.49], [-0.08, 0.50, 0.94], [0.14, 0.21, -0.26], [-0.01, 0.64, 0.67], [-1.26, -0.65, 0.67], [-0.31, -0.03, -0.32], [-0.17, 0.20, -0.35], [-0.33, -0.64, 0.36], [0.14, -0.96, -0.52], [-0.43, 0.16, -0.45], [-0.76, -0.21, 0.14], [-0.03, -0.03, 0.31], [-1.03, 0.25, 1.25], [1.10, -0.02, -0.22], [2.28, 0.56, -1.10], [-1.08, 1.36, 1.21], [0.25, -2.37, 1.10], [-0.16, -1.97, 0.15], [0.61, -0.35, -1.15], [-0.87, -0.14, -0.34], [-0.01, -0.21, -0.03], [-0.97, -0.03, 0.21], [-0.90, 0.06, -0.10], [-0.17, -0.01, -0.42], [0.07, 0.26, 0.11], [-0.18, 0.62, 0.20], [0.60, 1.05, -0.24], [0.66, 0.88, -0.05], [-0.26, 0.01, -0.56], [0.87, -1.20, 1.15], [-0.69, 0.00, -0.80], [1.78, 1.13, 1.24], [-2.22, 1.00, -0.68], [0.33, -0.62, -0.29], [0.40, -0.36, -1.31], [-0.10, 0.35, -0.59], [-0.42, 0.70, -0.58], [0.04, -0.26, 0.26], [0.12, -0.21, -0.79], [-0.66, -0.32, -0.54], [0.76, -0.98, 0.75], [-0.26, -0.09, 0.21], [-0.28, -0.31, 0.54], [0.20, 0.81, -0.03], [-0.58, -0.24, 0.99], [0.65, 0.55, 0.45], [0.45, 0.40, 0.84], [-0.16, 0.09, -0.19], [-0.71, -0.23, -1.40], [1.67, -0.81, -1.53], [-0.80, 0.64, 1.67], [-0.14, -0.80, -0.63], [-0.18, 0.59, -0.21], [0.42, 0.07, -0.22], [-0.39, -0.68, 0.14], [0.42, -0.05, 0.10], [-0.02, -0.02, 0.57], [-1.45, 0.73, 1.57], [0.00, -0.75, -0.84], [1.01, 0.14, -0.58], [0.00, 0.13, 0.00], [-0.08, 0.17, 0.36], [-0.36, 0.53, 0.61], [-0.57, -0.39, -0.49], [-0.24, 0.41, -0.79], [-2.60, -0.04, -1.45], [0.31, -1.12, -1.29], [0.72, -0.22, 0.74], [-0.85, -1.81, 0.27], [0.38, 0.33, 1.85], [0.44, -0.71, -0.54], [0.26, 0.29, -0.05], [0.62, 0.40, -0.28], [1.01, 0.68, 1.32], [0.32, 0.86, 1.24], [-0.01, -0.38, -0.93], [-0.19, -0.20, 0.17], [0.15, 0.43, 0.14], [-0.51, 0.52, -1.10], [0.64, 0.91, 1.24], [-0.63, -0.51, 0.73], [0.45, 1.97, -0.35], [0.27, -1.55, 0.21], [-0.24, -0.55, -0.83], [1.49, -0.02, -0.78], [-0.96, -2.59, 0.89], [-0.54, -0.31, -0.60], [1.20, 0.71, 0.52], [-0.36, -0.01, -0.39], [0.17, -0.58, 0.37], [-0.86, 0.55, -0.12], [-0.04, 0.36, -0.25], [-0.55, 0.45, 1.15], [-0.61, -0.06, -0.38], [0.06, 0.36, -0.37], [0.47, -0.25, -0.41], [0.59, 2.00, 0.61], [-0.02, 0.78, -0.47], [-0.17, 0.26, -0.09], [-1.42, 1.70, 0.89], [-1.31, -0.36, 0.73], [-1.36, 0.95, 0.27], [1.27, -0.63, 0.27], [-0.09, -0.24, 0.01], [0.05, -1.09, 0.48], [0.29, -0.17, 0.06], [0.50, -0.15, 0.47], [0.94, -0.40, -1.35], [0.05, -0.32, 0.18], [1.30, 0.29, -0.53], [-0.21, 0.01, -0.24], [0.28, -1.25, -0.25], [0.01, 0.47, -0.25], [0.00, 0.45, 0.01], [0.46, -0.87, -0.44], [-0.41, 3.13, 0.30], [-1.48, -1.22, 0.41], [0.67, -0.81, -0.65], [0.12, 0.04, 0.72], [-0.41, -0.48, -0.13], [-0.91, -0.06, 0.37], [0.22, -0.44, 0.07], [0.76, 0.50, 0.05], [0.54, 0.01, -0.12], [0.33, 0.22, -0.49], [0.03, -0.05, -0.13], [-1.07, -1.98, 0.16], [-0.47, 0.65, 0.59], [0.32, 1.43, 0.51], [0.30, 0.33, -0.43], [0.08, 2.16, -0.75], [0.15, -0.18, -0.38], [2.07, -0.53, 0.21], [0.12, -0.01, -0.44], [-1.07, -0.34, -0.71], [-0.29, -0.14, -0.05], [0.63, -1.13, 0.56], [-0.51, -0.56, 0.43], [-0.48, 2.05, -1.14], [0.80, 1.07, 2.45], [-0.23, -0.80, -0.82], [0.29, -0.23, 0.27], [0.63, -0.53, -0.54], [-0.15, -1.02, 0.10], [0.55, -0.51, -0.28], [-1.34, -0.27, -0.79], [-0.09, 0.20, 0.77]]
}